# 1
Molecular formula: C27H46BrF4O10PS
Method: DFT, the ωB97M-V functional and the def2-TZVPD basis

Properties
largest force on an atom	10.4	eV/A
HOMO-LUMO gap	0.29816	Ha
structure (SMILES)	C#C[C@]1(CCCCCCCCCCOC)[C@@H](C(F)(F)C(F)F)[C@@H](O)OS(=O)(=O)[C@@H]1P(O)Br.CCOC(C)=O.CCOC(C)=O
HOMO	-8.760	eV

Element x y z (Å)
C 0.996 0.626 8.951
C 0.563 0.690 7.597
C -0.013 0.897 6.035
C 1.056 0.071 5.118
C 2.348 0.916 4.582
C 3.109 0.187 3.284
C 2.894 1.039 1.872
C 2.384 0.034 0.643
C 3.502 -0.147 -0.554
C 2.846 -1.208 -1.668
C 2.648 -0.343 -3.057
C 2.555 -1.275 -4.411
C 1.481 -2.522 -4.277
O 2.296 -3.715 -3.879
C 1.589 -4.451 -2.816
C -0.209 2.481 5.704
C -0.728 2.881 4.214
F -0.050 4.197 3.892
F -0.341 1.983 3.106
C -2.326 3.171 4.038
F -3.206 1.985 4.117
F -2.496 3.712 2.637
C -1.016 3.270 6.940
O -1.136 4.733 6.619
O -2.366 2.798 7.197
S -2.543 1.120 7.258
O -2.434 0.648 8.761
O -4.044 0.817 6.871
C -1.498 0.127 6.073
P -1.283 -1.629 6.889
O -0.403 -2.707 5.842
Br -3.412 -2.491 7.176
H 1.752 0.588 9.872
H 0.514 -0.418 4.178
H 1.487 -0.856 5.733
H 2.091 2.011 4.195
H 3.155 0.996 5.434
H 2.636 -0.882 3.152
H 4.259 0.023 3.528
H 2.098 1.895 1.968
H 3.893 1.556 1.493
H 2.128 -1.054 1.026
H 1.400 0.455 0.164
H 4.518 -0.532 -0.120
H 3.654 0.895 -1.087
H 3.644 -2.047 -1.874
H 1.849 -1.654 -1.234
H 3.577 0.374 -3.203
H 1.635 0.257 -2.978
H 2.244 -0.622 -5.350
H 3.651 -1.672 -4.658
H 0.985 -2.793 -5.323
H 0.668 -2.266 -3.470
H 1.813 -3.897 -1.799
H 1.956 -5.567 -2.764
H 0.413 -4.434 -2.972
H 0.889 2.953 5.784
H -2.777 3.989 4.741
H -0.386 3.265 7.955
H -1.875 5.059 7.246
H -1.951 -0.052 5.012
H 0.433 -2.985 6.357
C 1.052 1.883 -9.068
C 1.413 0.473 -8.649
O 0.842 0.155 -7.365
C -0.407 -0.328 -7.181
C -1.383 -0.261 -8.319
O -0.758 -0.740 -6.079
H -0.028 2.003 -9.190
H 1.537 2.141 -10.014
H 1.366 2.602 -8.305
H 1.137 -0.275 -9.399
H 2.499 0.401 -8.529
H -1.944 0.676 -8.259
H -2.078 -1.102 -8.230
H -0.921 -0.352 -9.300
C -4.683 -0.074 -3.648
C -3.953 -1.364 -3.963
O -2.669 -1.402 -3.311
C -2.464 -1.833 -2.047
C -3.648 -2.007 -1.141
O -1.323 -2.002 -1.625
H -4.893 0.019 -2.579
H -5.630 -0.023 -4.192
H -4.070 0.790 -3.926
H -4.545 -2.254 -3.721
H -3.754 -1.411 -5.039
H -3.822 -1.078 -0.591
H -3.427 -2.809 -0.431
H -4.558 -2.305 -1.660

Löwdin population analysis, charges in e, atoms 1 to 2: 0.11 -0.09

---

# 2
Molecular formula: C27H46BrNOP2PdS
Method: DFT, the ωB97M-V functional and the def2-TZVPD basis

Properties
largest force on an atom	2.1	eV/A
net charge	+2
ΔE to the lowest compared entry with this formula, charge and spin	0.00	kJ/mol
HOMO-LUMO gap (spin up / spin down)	0.21777 / 0.20038	Ha
spin multiplicity	3
<S²>	2.080
HOMO (spin up / spin down)	-12.772 / -14.320	eV

Element x y z (Å)
N 1.634 6.457 2.409
C 1.977 5.405 3.159
C 2.596 4.280 2.627
C 2.827 4.211 1.232
C 2.467 5.339 0.451
C 1.865 6.439 1.094
C 3.357 3.020 0.606
Pd 0.070 -0.936 -1.569
P -0.885 -3.061 -0.934
C 3.279 2.811 -0.747
C 3.072 1.535 -1.356
C 2.486 1.453 -2.652
C 1.937 0.285 -3.107
C 1.953 -0.855 -2.220
C 2.812 -0.862 -1.050
C 3.359 0.341 -0.653
Br 1.522 -2.617 -3.126
H 3.728 2.244 1.285
H 3.344 3.656 -1.425
H 2.935 3.480 3.289
H 2.691 5.393 -0.618
H 1.768 5.473 4.227
H 1.589 7.327 0.505
H 2.472 2.348 -3.279
H 4.027 0.384 0.209
H 1.394 0.176 -4.049
H 2.966 -1.805 -0.540
P -1.369 0.734 -0.866
C 0.485 -3.770 0.069
C 0.864 -5.225 -0.182
H 0.164 -3.615 1.114
H 1.377 -3.136 -0.079
H 1.670 -5.461 0.526
H 0.045 -5.930 0.019
H 1.253 -5.373 -1.198
C -1.351 -4.012 -2.423
C -2.062 -5.352 -2.353
H -0.401 -4.129 -2.964
H -1.952 -3.317 -3.031
H -2.040 -5.745 -3.376
H -1.563 -6.091 -1.716
H -3.114 -5.261 -2.065
C -2.336 -3.024 0.126
C -2.732 -4.323 0.810
H -3.158 -2.650 -0.502
H -2.140 -2.266 0.892
H -3.637 -4.109 1.393
H -2.970 -5.126 0.105
H -1.960 -4.674 1.505
C -2.430 0.921 0.624
C -3.535 -0.084 0.900
H -2.889 1.915 0.492
H -1.727 0.975 1.468
H -4.357 0.439 1.404
H -3.929 -0.549 -0.010
H -3.199 -0.866 1.586
C -2.619 0.871 -2.199
C -1.974 1.145 -3.552
H -3.319 1.668 -1.905
H -3.167 -0.082 -2.201
H -2.661 0.857 -4.354
H -1.736 2.209 -3.670
H -1.047 0.571 -3.692
C -0.530 2.380 -0.883
C -0.638 3.315 0.320
H -0.921 2.879 -1.782
H 0.533 2.167 -1.072
H -0.249 4.297 0.026
H -1.664 3.460 0.675
H -0.027 2.970 1.165
C 0.237 1.151 4.003
S 1.190 0.068 2.924
C 0.962 -1.467 3.842
O 0.407 -0.088 1.645
H 0.598 1.002 5.025
H -0.828 0.902 3.920
H 0.418 2.187 3.696
H -0.108 -1.710 3.881
H 1.518 -2.246 3.309
H 1.378 -1.323 4.846

Löwdin population analysis, charges in e, atoms 1 to 2: 0.09 -0.11

---

# 3
Molecular formula: C27H46BrNOP2Zn
Method: DFT, the ωB97M-V functional and the def2-TZVPD basis

Properties
largest force on an atom	2.0	eV/A
net charge	+2
HOMO-LUMO gap (spin up / spin down)	0.13871 / 0.13867	Ha
HOMO (spin up / spin down)	-12.293 / -12.293	eV

Element x y z (Å)
N 1.656 -6.318 -3.945
C 1.974 -6.438 -2.659
C 2.051 -5.337 -1.794
C 1.722 -4.036 -2.265
C 1.393 -3.950 -3.654
C 1.434 -5.108 -4.450
C 1.521 -2.976 -1.298
Zn 1.003 -0.363 -0.648
P -2.760 2.434 1.507
C 0.384 -2.096 -1.376
C -0.923 -2.403 -0.658
C -2.129 -1.996 -1.259
C -3.322 -1.960 -0.533
C -3.331 -2.391 0.809
C -2.114 -2.694 1.444
C -0.924 -2.731 0.707
Br -4.901 -2.409 1.759
H 2.154 -3.088 -0.405
H 0.214 -1.768 -2.410
H 2.252 -5.504 -0.739
H 1.086 -3.012 -4.126
H 2.170 -7.443 -2.279
H 1.274 -5.056 -5.537
H -2.095 -1.594 -2.278
H 0.017 -3.038 1.164
H -4.227 -1.568 -0.990
H -2.088 -2.727 2.528
P 1.898 1.627 -1.101
C -3.750 0.981 2.016
C -5.262 1.198 2.070
H -3.376 0.674 3.005
H -3.498 0.190 1.301
H -5.746 0.274 2.401
H -5.531 1.977 2.790
H -5.686 1.450 1.092
C -2.598 2.216 -0.290
C -3.356 3.350 -0.991
H -3.022 1.237 -0.552
H -1.523 2.221 -0.532
H -3.304 3.235 -2.078
H -4.421 3.373 -0.721
H -2.927 4.328 -0.738
C -1.130 2.134 2.249
C -0.959 3.191 3.346
H -0.359 2.211 1.471
H -1.096 1.113 2.653
H 0.094 3.418 3.537
H -1.451 4.129 3.051
H -1.407 2.868 4.295
C 2.498 2.588 0.298
C 3.588 3.626 -0.007
H 2.819 1.851 1.056
H 1.583 3.067 0.693
H 4.596 3.220 0.137
H 3.551 4.075 -1.012
H 3.472 4.436 0.722
C 0.909 2.708 -2.134
C 0.275 2.024 -3.347
H 1.638 3.478 -2.408
H 0.174 3.201 -1.479
H 1.049 1.570 -3.987
H -0.452 1.254 -3.040
H -0.257 2.799 -3.920
C 3.365 1.091 -2.038
C 4.309 0.304 -1.123
H 3.802 2.013 -2.430
H 3.050 0.488 -2.902
H 4.854 -0.460 -1.696
H 5.005 1.014 -0.654
H 3.777 -0.242 -0.323
C 1.623 -0.614 4.677
C 0.794 -1.006 3.459
O 1.222 -0.415 2.216
H 2.676 -0.478 4.409
H 1.561 -1.384 5.457
H 1.251 0.315 5.130
H 0.778 -2.087 3.285
H -0.244 -0.682 3.609
H 1.653 0.422 2.461

Löwdin population analysis, charges in e, atoms 1 to 2: 0.11 -0.08

---

# 4
Molecular formula: C27H47CaGeN7O2PS
Method: DFT, the ωB97M-V functional and the def2-TZVPD basis

Properties
largest force on an atom	3.2	eV/A
net charge	+1
ΔE to the lowest compared entry with this formula, charge and spin	117.65	kJ/mol
HOMO-LUMO gap	0.24690	Ha
HOMO	-9.185	eV

Element x y z (Å)
Ca -1.372 0.442 0.086
O -2.393 1.598 1.462
N -2.201 1.104 2.634
N -1.852 -0.103 2.679
O -1.693 -0.852 1.632
C -1.565 -0.646 3.945
C -0.881 -1.852 4.016
C -0.527 -2.360 5.252
C -0.860 -1.673 6.408
C -1.577 -0.489 6.333
C -1.935 0.032 5.104
H -0.623 -2.363 3.100
H 0.015 -3.291 5.311
H -0.562 -2.062 7.369
H -1.858 0.031 7.236
H -2.490 0.951 5.020
C 0.340 0.292 -1.395
H 0.852 -0.672 -1.483
H 0.195 0.666 -2.412
C -2.692 5.201 0.310
C -2.475 4.342 -0.879
C -1.806 4.729 -2.015
C -1.659 3.789 -3.058
N -2.182 2.582 -2.985
C -2.842 2.213 -1.894
S -3.548 0.713 -1.757
N -2.985 3.096 -0.844
C -0.908 4.127 -4.295
H -2.226 6.172 0.179
H -2.280 4.718 1.197
H -3.761 5.341 0.475
H -1.393 5.719 -2.104
H -3.413 2.743 0.013
H -0.628 5.176 -4.316
H -1.515 3.887 -5.166
H -0.009 3.514 -4.353
C 4.569 -1.194 1.307
C 3.240 -1.407 0.588
C 2.022 -0.914 1.367
C 1.896 0.604 1.395
Ge 1.538 1.462 -0.411
C 3.074 2.285 -1.453
C 3.906 3.331 -0.730
C 4.893 2.721 0.260
C 6.018 3.679 0.629
H 5.389 -1.520 0.669
H 4.610 -1.769 2.230
H 4.720 -0.145 1.546
H 3.123 -2.477 0.389
H 3.269 -0.888 -0.374
H 2.072 -1.302 2.391
H 1.114 -1.334 0.911
H 2.776 1.030 1.873
H 1.046 0.865 2.039
H 0.769 2.784 0.005
H 2.603 2.755 -2.320
H 3.715 1.498 -1.850
H 3.241 4.021 -0.207
H 4.466 3.915 -1.465
H 5.333 1.821 -0.176
H 4.357 2.425 1.165
H 6.597 3.939 -0.255
H 6.691 3.219 1.350
H 5.624 4.596 1.062
C -3.437 -4.605 -2.147
N -2.639 -3.680 -3.064
C -1.282 -4.331 -3.286
N -0.635 -4.585 -2.057
C -1.439 -5.449 -1.212
N -2.740 -4.862 -0.946
C -2.649 -3.701 -0.078
P -1.628 -2.304 -0.793
C -2.497 -2.331 -2.466
C -0.211 -3.379 -1.370
H -3.598 -5.543 -2.689
H -4.400 -4.129 -1.937
H -3.128 -3.596 -3.959
H -0.679 -3.664 -3.908
H -1.450 -5.273 -3.819
H -0.918 -5.612 -0.269
H -1.577 -6.412 -1.711
H -2.202 -4.004 0.873
H -3.655 -3.326 0.137
H -1.927 -1.689 -3.145
H -3.486 -1.880 -2.347
H 0.396 -3.664 -0.506
H 0.420 -2.793 -2.044

Löwdin population analysis, charges in e, atoms 1 to 2: 0.98 -0.34

---

# 5
Molecular formula: C27H47F3N2O16
Method: DFT, the ωB97M-V functional and the def2-TZVPD basis

Properties
largest force on an atom	0.6	eV/A
ΔE to the lowest compared entry with this formula, charge and spin	0.00	kJ/mol
HOMO-LUMO gap	0.40207	Ha
structure (SMILES)	N#CC[C@@H](C#N)C[C@@H](O)C(F)(F)F.CCOC(=O)OC.CCOC(=O)OC.CCOC(=O)OC.CCOC(=O)OC.CCOC(=O)OC
HOMO	-10.718	eV

Element x y z (Å)
N 3.419 -4.528 2.305
C 3.775 -3.477 2.003
C 4.250 -2.148 1.644
C 3.121 -1.237 1.101
C 3.758 0.003 0.635
N 4.294 0.958 0.277
C 2.299 -1.918 -0.028
C 0.773 -1.736 -0.027
O 0.127 -2.740 -0.784
C 0.166 -1.821 1.367
F 0.756 -2.770 2.117
F -1.145 -2.056 1.369
F 0.375 -0.630 1.989
H 5.033 -2.254 0.891
H 4.703 -1.677 2.517
H 2.489 -0.947 1.937
H 2.493 -2.990 -0.010
H 2.646 -1.533 -0.989
H 0.512 -0.752 -0.412
H 0.538 -2.784 -1.655
C 0.860 1.755 4.026
C 1.865 2.563 3.237
O 2.719 3.341 4.094
C 3.738 2.666 4.623
O 4.020 1.515 4.399
O 4.413 3.487 5.422
C 5.557 2.900 6.053
H 0.249 2.405 4.652
H 0.200 1.226 3.338
H 1.359 1.022 4.659
H 1.374 3.297 2.601
H 2.494 1.925 2.615
H 6.221 2.463 5.311
H 5.248 2.132 6.759
H 6.048 3.716 6.572
C -0.412 2.338 -5.590
C -1.418 2.264 -4.464
O -0.877 1.583 -3.313
C -0.098 2.319 -2.532
O 0.164 3.486 -2.670
O 0.346 1.546 -1.536
C 1.228 2.189 -0.608
H -0.057 1.340 -5.850
H -0.881 2.776 -6.471
H 0.442 2.955 -5.313
H -2.282 1.664 -4.740
H -1.756 3.253 -4.159
H 0.780 3.094 -0.203
H 2.185 2.418 -1.071
H 1.375 1.467 0.188
C -3.989 -1.729 3.195
C -4.889 -2.466 2.231
O -6.268 -2.071 2.376
C -6.597 -0.928 1.783
O -5.873 -0.234 1.115
O -7.885 -0.685 2.031
C -8.387 0.516 1.440
H -4.334 -1.865 4.220
H -2.976 -2.122 3.116
H -3.964 -0.664 2.968
H -4.897 -3.535 2.436
H -4.583 -2.307 1.198
H -8.197 0.526 0.369
H -7.921 1.389 1.895
H -9.454 0.511 1.639
C 2.595 5.680 -2.906
C 1.801 5.833 -4.183
O 2.167 7.044 -4.877
C 3.284 6.975 -5.593
O 3.967 5.997 -5.763
O 3.514 8.177 -6.125
C 4.689 8.250 -6.938
H 2.483 6.570 -2.286
H 2.227 4.819 -2.352
H 3.653 5.538 -3.122
H 0.740 5.947 -3.975
H 1.938 4.981 -4.848
H 4.668 7.488 -7.713
H 5.582 8.119 -6.329
H 4.674 9.242 -7.377
C -3.636 -10.254 0.645
C -4.337 -9.032 1.195
O -3.416 -7.952 1.434
C -3.072 -7.248 0.356
O -3.496 -7.409 -0.761
O -2.200 -6.315 0.728
C -1.758 -5.455 -0.328
H -2.826 -10.558 1.309
H -4.345 -11.079 0.566
H -3.228 -10.054 -0.344
H -4.768 -9.230 2.174
H -5.122 -8.686 0.525
H -2.610 -5.004 -0.833
H -1.167 -6.016 -1.051
H -1.149 -4.691 0.142

Löwdin population analysis, charges in e, atoms 1 to 2: 0.17 -0.23

---

Question: largest force on an atom of number 1 (C27H46BrF4O10PS)?
Answer: 10.4 eV/A

---

Question: Which of these has the highest largest force on an atom?
Answer: C27H46BrF4O10PS